{
  "formula": "C52H61FO3PS2TeW",
  "method": "ωB97M-V with the def2-TZVPD basis set",
  "lumo_ev": [-3.32, -3.37],
  "multiplicity": 3,
  "homo_energy_ev": [-9.161, -9.164],
  "total_charge": 1,
  "elements": ["W", "C", "C", "C", "C", "C", "C", "C", "S", "O", "C", "C", "C", "C", "C", "C", "C", "C", "C", "C", "C", "C", "C", "C", "C", "C", "C", "C", "C", "C", "S", "O", "C", "C", "C", "C", "C", "C", "C", "H", "H", "H", "H", "H", "H", "H", "H", "H", "H", "H", "H", "H", "H", "H", "H", "H", "H", "H", "H", "H", "H", "H", "H", "H", "H", "O", "H", "H", "F", "Te", "C", "C", "C", "C", "C", "C", "P", "C", "C", "C", "C", "C", "C", "C", "C", "C", "C", "C", "C", "H", "H", "H", "H", "H", "H", "H", "H", "H", "H", "H", "H", "H", "H", "H", "H", "H", "H", "H", "H", "H", "H", "H", "H", "H", "H", "H", "H", "H", "H", "H", "H", "H"],
  "coordinates": [[0.40274, -0.41803, 0.68517], [6.37981, -4.24297, 3.85421], [5.23605, -3.30502, 3.59240], [4.61611, -2.60663, 4.62775], [3.53575, -1.77677, 4.38384], [3.07172, -1.64807, 3.08523], [3.69881, -2.28988, 2.02637], [4.77493, -3.12229, 2.28901], [1.62662, -0.65920, 2.72674], [1.71076, 0.54244, 3.56326], [0.38385, -1.67844, 3.58057], [0.66905, -3.05800, 3.71006], [0.10737, -3.81229, 4.69331], [-0.60790, -3.16784, 5.72481], [-0.94296, -3.86240, 6.90908], [-1.54302, -3.21688, 7.94992], [-1.79300, -1.83701, 7.85330], [-1.50294, -1.14822, 6.70898], [-0.94704, -1.79622, 5.57521], [-0.62305, -1.08829, 4.34488], [-1.39708, 0.15728, 4.07062], [-2.77686, 0.14188, 4.51648], [-3.53028, -1.06080, 4.51885], [-4.84244, -1.06992, 4.89828], [-5.46574, 0.11122, 5.34265], [-4.78468, 1.29391, 5.31184], [-3.44963, 1.34591, 4.85136], [-2.77604, 2.57272, 4.65914], [-1.66194, 2.57658, 3.87973], [-1.01017, 1.38283, 3.49182], [-0.44113, 1.38520, 1.78690], [0.93542, 1.76393, 1.31309], [-1.46419, 2.70809, 1.12607], [-0.82683, 3.73012, 0.43924], [-1.58185, 4.62973, -0.29630], [-2.96581, 4.50333, -0.37621], [-3.76982, 5.40714, -1.26589], [-3.58817, 3.49046, 0.35471], [-2.84986, 2.59162, 1.09937], [6.57698, -4.34750, 4.91939], [7.29012, -3.88740, 3.36926], [6.15641, -5.22838, 3.44343], [4.98459, -2.71463, 5.64042], [3.05261, -1.23261, 5.18673], [3.34366, -2.14273, 1.01395], [5.26444, -3.64031, 1.47306], [1.38282, -3.50840, 3.03057], [0.30267, -4.87525, 4.76159], [-0.67315, -4.90837, 6.98803], [-1.79412, -3.75096, 8.85653], [-2.21283, -1.31059, 8.70046], [-1.66407, -0.08162, 6.69805], [-3.06673, -1.97413, 4.17438], [-5.40516, -1.99305, 4.85593], [-6.49393, 0.08134, 5.67823], [-5.26555, 2.21979, 5.60265], [-3.21795, 3.49535, 5.01246], [-1.24674, 3.51216, 3.52720], [0.25058, 3.80661, 0.47313], [-1.08657, 5.42406, -0.84010], [-3.19917, 6.28742, -1.55524], [-4.69286, 5.72318, -0.78090], [-4.04048, 4.87040, -2.17812], [-4.66766, 3.40390, 0.32487], [-3.34430, 1.80630, 1.66010], [-0.36769, -2.72494, 0.67111], [0.43549, -2.96602, 0.16966], [-0.29705, -3.18074, 1.52099], [1.75953, -1.71677, -0.23481], [-1.21011, 0.53499, -1.23199], [-3.24407, 1.04433, -6.55443], [-1.96980, 1.68824, -6.01625], [-1.65747, 1.15265, -4.61021], [-2.05926, -0.33398, -4.47273], [-1.96604, -1.03524, -5.82877], [-3.02469, -0.45898, -6.78580], [-1.20059, -1.13640, -3.03270], [-2.04829, -2.71131, -2.48242], [-3.05843, -2.52420, -1.34369], [-4.38827, -1.96390, -1.83993], [-4.99735, -2.89933, -2.88343], [-4.04265, -3.09502, -4.06021], [-2.66749, -3.57619, -3.59278], [0.56908, -1.67911, -3.17524], [0.88238, -2.98058, -3.92279], [1.06143, -2.79467, -5.42814], [2.09629, -1.71055, -5.72533], [1.70475, -0.39112, -5.06045], [1.56065, -0.57325, -3.55193], [-3.55664, 1.52233, -7.48301], [-4.05028, 1.20258, -5.83148], [-2.08114, 2.77185, -5.96923], [-1.14304, 1.47797, -6.70002], [-2.20801, 1.73340, -3.86940], [-0.59548, 1.29034, -4.39550], [-3.10268, -0.37785, -4.14613], [-2.10983, -2.11220, -5.73869], [-0.97520, -0.87095, -6.24961], [-3.97001, -0.99314, -6.66672], [-2.69098, -0.63462, -7.81002], [-1.19495, -3.25320, -2.06305], [-2.64028, -1.88642, -0.56694], [-3.23150, -3.50879, -0.89659], [-4.22044, -0.97091, -2.27333], [-5.07404, -1.84202, -0.99963], [-5.95038, -2.50536, -3.24175], [-5.20030, -3.86774, -2.41576], [-3.95340, -2.15601, -4.60894], [-4.45317, -3.83239, -4.75291], [-1.98855, -3.66308, -4.44461], [-2.78125, -4.58154, -3.17546], [0.71700, -1.86567, -2.10691], [0.12485, -3.74250, -3.72671], [1.82290, -3.35363, -3.50459], [0.10518, -2.52139, -5.87743], [1.37330, -3.74275, -5.87027], [2.19835, -1.57788, -6.80404], [3.06825, -2.02814, -5.33536], [0.75962, -0.03762, -5.48189], [2.45922, 0.36989, -5.26641], [1.28097, 0.36412, -3.06611], [2.52783, -0.86281, -3.13192]],
  "forces_ev_per_angstrom": [[0.59, -0.64, 0.22], [-0.01, 0.03, 0.00], [-0.01, -0.02, -0.14], [-0.02, 0.04, 0.04], [-0.10, 0.11, 0.15], [-0.05, 0.07, -0.51], [0.01, -0.04, -0.12], [0.01, 0.02, 0.16], [-0.61, -0.47, 0.70], [0.33, 0.27, 0.28], [0.17, -0.07, 0.29], [0.02, -0.06, -0.07], [0.04, -0.01, -0.01], [-0.10, 0.18, -0.14], [-0.05, -0.02, 0.13], [0.03, -0.16, -0.03], [-0.01, 0.12, -0.06], [-0.05, 0.00, 0.09], [0.03, -0.12, -0.08], [0.12, -0.12, -0.16], [-0.06, 0.28, 0.09], [0.07, 0.15, 0.03], [-0.08, -0.04, 0.09], [0.14, -0.09, -0.03], [-0.06, 0.13, 0.04], [-0.09, -0.02, 0.05], [0.18, -0.18, -0.04], [0.04, 0.04, 0.02], [0.12, 0.13, 0.24], [-0.36, -0.11, -0.28], [-0.48, 0.14, 1.01], [0.69, 0.00, -0.50], [0.00, -0.11, -0.21], [0.16, -0.05, 0.08], [-0.19, -0.05, -0.01], [0.13, 0.06, -0.01], [0.02, -0.07, 0.01], [-0.02, 0.02, 0.02], [0.00, -0.11, 0.11], [0.01, -0.01, 0.00], [0.01, 0.00, 0.02], [0.04, -0.02, 0.03], [-0.01, -0.02, 0.00], [0.01, -0.02, 0.00], [-0.04, -0.03, 0.03], [0.00, 0.01, -0.01], [0.08, 0.00, 0.03], [0.03, 0.01, -0.01], [-0.05, -0.01, -0.03], [0.02, 0.00, 0.00], [0.04, 0.03, 0.00], [-0.06, 0.04, -0.08], [0.00, -0.03, 0.03], [0.00, 0.00, 0.01], [0.00, 0.02, -0.01], [-0.01, -0.02, 0.01], [0.00, 0.01, -0.06], [-0.03, 0.01, -0.02], [0.01, -0.02, -0.06], [0.02, 0.00, 0.02], [-0.03, 0.03, 0.02], [0.00, 0.03, -0.02], [-0.04, 0.04, 0.00], [0.01, -0.05, 0.00], [-0.02, -0.04, -0.06], [0.07, 0.54, -0.23], [0.10, 0.04, 0.03], [-0.09, 0.09, 0.09], [-0.28, 0.30, -0.27], [-0.43, -0.28, -0.96], [0.07, 0.00, -0.04], [-0.16, -0.06, 0.04], [0.04, 0.02, -0.12], [0.24, -0.12, 0.21], [-0.18, -0.05, -0.08], [0.02, 0.06, 0.05], [0.01, -0.13, 0.02], [0.03, 0.18, 0.12], [-0.12, 0.18, -0.06], [0.06, -0.24, -0.04], [0.04, 0.18, -0.06], [-0.03, -0.13, 0.17], [0.04, 0.13, -0.15], [-0.11, 0.15, -0.04], [-0.16, 0.02, -0.17], [0.14, 0.01, 0.14], [-0.20, 0.05, -0.02], [0.12, -0.19, 0.07], [-0.13, 0.11, -0.09], [-0.04, 0.01, 0.03], [-0.02, 0.01, -0.02], [0.08, 0.01, -0.02], [0.03, 0.03, 0.01], [0.04, 0.01, 0.02], [-0.03, 0.02, 0.06], [-0.01, 0.06, 0.03], [0.11, 0.08, -0.07], [-0.01, -0.01, 0.02], [0.02, -0.03, 0.00], [-0.03, -0.01, -0.01], [0.03, 0.00, -0.02], [0.02, -0.06, 0.03], [0.03, -0.02, -0.01], [-0.08, 0.03, 0.05], [0.02, 0.08, 0.00], [-0.01, -0.04, 0.02], [-0.04, -0.01, 0.00], [-0.06, -0.07, -0.01], [0.01, 0.05, -0.06], [-0.01, -0.11, 0.06], [0.04, -0.02, -0.01], [0.06, -0.03, 0.07], [0.08, -0.03, 0.04], [-0.02, -0.01, 0.03], [0.07, -0.11, -0.05], [-0.06, 0.00, -0.03], [0.06, -0.01, 0.01], [0.04, 0.00, -0.07], [0.05, 0.06, -0.05], [-0.05, 0.05, -0.01], [0.03, 0.00, 0.02], [0.02, 0.00, 0.02]],
  "mulliken_charge": [1.416, -1.408, 1.042, -0.950, -0.539, -0.451, -0.109, -0.996, 0.798, -0.654, 0.874, -0.822, -1.673, 1.019, -0.983, -0.738, -0.764, -0.616, 0.456, -0.230, 1.054, 0.148, -0.622, -0.764, -0.719, -1.028, 1.263, -1.518, -0.824, 0.661, 1.839, -0.739, -0.739, -0.585, -0.924, 1.035, -1.518, -0.883, -0.143, 0.349, 0.333, 0.346, 0.335, 0.507, 0.592, 0.439, 0.706, 0.440, 0.455, 0.424, 0.439, 0.549, 0.480, 0.458, 0.419, 0.460, 0.471, 0.623, 0.501, 0.395, 0.395, 0.382, 0.265, 0.436, 0.652, -0.624, 0.312, 0.156, -0.653, 0.112, -0.682, -0.852, -1.197, 1.235, -1.163, -1.169, -1.093, 0.993, -1.152, -0.404, -1.123, -0.059, -1.602, 1.667, -1.072, -0.381, -1.155, -0.029, -1.214, 0.525, 0.268, 0.512, 0.281, 0.597, 0.147, 0.513, 0.003, 0.859, 0.260, 0.468, 0.718, -0.007, 0.668, 0.108, 0.464, 0.460, 0.348, -0.269, 0.499, 0.318, 0.532, -0.918, 0.422, 0.555, 0.039, 0.455, 0.470, 0.411, -0.295, 0.478, 0.276, 0.471]
}